Entry 1:
DFT (wB97M-V/def2-TZVPD) results for C2H7N5O in the gas phase at a distorted geometry.

Each line ends with the natural charge from an NBO analysis.
Atoms and positions in Å:
1 H 0.4512 2.5217 -2.8161  0.344
2 N 0.5194 1.6466 -2.2986  -0.633
3 C -0.3375 1.6310 -1.3792  0.257
4 N -0.5090 0.6267 -0.4073  -0.192
5 O -1.4846 1.0040 0.5638  -0.553
6 C 0.2617 -0.5012 -0.1150  0.539
7 N 0.9488 -0.9997 -1.0335  -0.703
8 H 1.4772 -1.8147 -0.7953  0.362
9 N -0.0289 -1.0062 1.1490  -0.477
10 N 0.8182 -1.8997 1.7540  -0.648
11 H -1.1074 2.4255 -1.2137  0.158
12 H -2.2853 0.7078 0.1101  0.477
13 H -0.4057 -0.3300 1.7797  0.372
14 H 0.2378 -2.5662 2.2616  0.355
15 H 1.4440 -1.4454 2.4405  0.342

Output
SMILES string: [H]/N=C/N(O)/C(=N/[H])NN
Electronic energy, eV: -11682.290
LUMO level, eV: 0.6


Entry 2:
DFT (wB97M-V/def2-TZVPD) results for 2 unconnected molecules or ions with the total composition C3H6O2 at a distorted geometry.

Each line ends with the natural charge from an NBO analysis.
Atoms and positions in Å:
1 O 2.8901 0.2296 -1.3717  -0.561
2 C 3.8277 -0.2933 -0.8587  0.647
3 O 4.5264 -1.3516 -1.3291  -0.684
4 H 4.2737 0.0501 0.0845  0.108
5 H 3.8929 -1.8313 -1.8822  0.490
6 C -2.7400 0.9037 0.6401  -0.384
7 C -3.7219 0.1514 1.1133  -0.385
8 H -2.0769 0.5574 -0.1422  0.196
9 H -2.4760 1.8090 1.1708  0.192
10 H -4.1112 -0.7194 0.6009  0.192
11 H -4.2847 0.4945 1.9743  0.189

Output
SMILES string: O=CO.C=C
Electronic energy, eV: -7302.172
LUMO level, eV: 0.8


Entry 3:
DFT (wB97M-V/def2-TZVPD) results for a molecular structure, C10H19NP at a distorted geometry.

Each line ends with the natural charge from an NBO analysis.
Atoms and positions in Å:
1 C 1.3659 -0.9731 2.5320  0.093
2 C -2.6018 0.5952 -0.2398  -0.421
3 C -1.4573 1.0911 -1.1536  -0.239
4 C -1.9178 1.3119 0.8326  -0.209
5 C -0.9995 1.8868 0.0760  0.050
6 C -0.4859 0.0177 -1.6174  -0.558
7 C 1.7532 -0.6510 0.1868  -0.528
8 C 0.0484 2.9709 0.2338  -0.645
9 C -1.0890 -0.7655 -2.7609  -0.610
10 C 2.4852 -2.5157 1.3737  -0.417
11 N 2.0017 -1.1917 1.4618  -0.249
12 P -0.0906 -1.1643 -0.3355  0.591
13 H 1.3112 -1.7792 3.2513  0.221
14 H 0.8224 -0.0022 2.7543  0.241
15 H -3.6048 0.7941 -0.5569  0.246
16 H -2.4854 -0.5468 -0.1892  0.177
17 H -1.6552 1.6851 -2.0494  0.230
18 H -2.2878 1.4075 1.9374  0.222
19 H 1.5843 0.5021 0.0263  0.267
20 H 0.4628 0.5799 -1.9026  0.238
21 H 2.5270 -1.0145 -0.6155  0.262
22 H -0.3395 3.7253 -0.3528  0.241
23 H 0.9587 2.6239 -0.1529  0.204
24 H 0.1645 3.2829 1.2542  0.230
25 H -1.9524 -1.3045 -2.4203  0.220
26 H -0.3041 -1.4349 -3.1490  0.220
27 H -1.4483 -0.2062 -3.5780  0.232
28 H 1.9740 -3.0632 2.1256  0.218
29 H 3.5396 -2.6195 1.6754  0.252
30 H 2.1916 -2.8757 0.4259  0.241
31 H -0.4712 -0.3663 0.9269  -0.017

Output
Total charge: +1
Electronic energy, eV: -21446.024
LUMO level, eV: -4.8


Entry 4:
DFT (wB97M-V/def2-TZVPD) results for 2 unconnected molecules or ions with the total composition C4H15N2S at a distorted geometry.

Each line ends with the natural charge from an NBO analysis.
Atoms and positions in Å:
1 C 0.6670 0.6000 -1.9098  -0.743
2 S -0.8418 -0.4066 -1.6509  0.138
3 C -2.0357 0.9371 -2.0071  -0.721
4 H 0.5381 1.5468 -1.3934  0.199
5 H 0.8671 0.7331 -2.9675  0.238
6 H 1.5246 0.0806 -1.4829  0.236
7 H -3.0316 0.5607 -1.7821  0.238
8 H -1.8073 1.8074 -1.3980  0.203
9 H -2.0040 1.1785 -3.0664  0.231
10 C 0.8459 -1.0043 1.8195  -0.241
11 N 1.6137 -1.5956 0.7352  -0.821
12 C 0.7414 0.4971 1.6067  -0.227
13 N -0.0442 1.0913 2.7568  -0.670
14 H 1.4027 -1.1419 2.7533  0.197
15 H -0.1602 -1.4247 1.9542  0.182
16 H 2.0024 -2.4709 1.0265  0.385
17 H 0.9722 -1.7533 -0.0423  0.375
18 H 0.2294 0.7855 0.6915  0.238
19 H 1.7318 0.9490 1.6235  0.233
20 H 0.0146 2.1091 2.7804  0.447
21 H -1.0366 0.8490 2.6675  0.442
22 H 0.2771 0.7179 3.6534  0.441

Output
Total charge: +1
Electronic energy, eV: -18200.047
LUMO level, eV: -3.8


Entry 5:
DFT (wB97M-V/def2-TZVPD) results for a gas-phase ion, C4H3O3 (charge -1) at a distorted geometry.

Each line ends with the natural charge from an NBO analysis.
Atoms and positions in Å:
1 O -3.4454 0.5139 -0.0546  -0.751
2 C -2.3694 1.0509 -0.3295  0.738
3 O -2.0623 1.9257 -1.1136  -0.738
4 C -1.1248 0.4660 0.3419  -0.130
5 C -0.3083 -0.6284 0.0763  0.238
6 O -0.0319 -1.8151 -0.5706  -0.690
7 C 0.3635 0.5272 0.6699  -0.440
8 H -0.6577 -1.7877 -1.4086  0.484
9 H 1.1777 1.1567 0.2335  0.146
10 H 0.6559 0.4050 1.6834  0.143

Output
Total charge: -1
SMILES string: O=C([O-])C1=C(O)C1
Electronic energy, eV: -10337.205
LUMO level, eV: 3.6


Entry 6:
DFT (wB97M-V/def2-TZVPD) results for a molecular structure, C17H25N3OSSiV.

Each line ends with the natural charge from an NBO analysis.
Atoms and positions in Å:
1 V 0.3363 0.7631 -0.3046  1.352
2 S 0.3899 2.7358 -1.6754  -0.139
3 C -0.4956 3.2602 -0.2736  0.086
4 C -1.0465 4.5351 -0.1152  -0.248
5 C -1.7326 4.8166 1.0448  -0.116
6 C -1.8643 3.8392 2.0344  -0.268
7 C -1.3052 2.6059 1.8142  0.065
8 N -0.6402 2.3252 0.6821  -0.558
9 H -0.9280 5.2661 -0.9015  0.243
10 H -2.1699 5.7956 1.1899  0.235
11 H -2.3933 4.0388 2.9542  0.239
12 H -1.3810 1.8081 2.5403  0.211
13 C 4.7328 1.6746 -0.0047  -0.707
14 C 3.4694 0.9589 -0.3715  0.733
15 O 2.3880 1.2479 0.1549  -0.665
16 N 3.5599 0.0002 -1.3084  -0.580
17 C 2.4278 -0.8127 -1.7366  -0.251
18 C 1.9596 -1.7347 -0.6344  0.213
19 C 2.4267 -3.0272 -0.5072  -0.223
20 C 2.0359 -3.7835 0.5922  -0.120
21 C 1.1960 -3.2181 1.5344  -0.217
22 C 0.7561 -1.9218 1.3313  0.084
23 N 1.1188 -1.1996 0.2704  -0.522
24 H 4.5345 2.3385 0.8304  0.260
25 H 5.0779 2.2662 -0.8539  0.256
26 H 5.5187 0.9685 0.2627  0.243
27 H 4.4621 -0.1844 -1.7144  0.422
28 H 2.7423 -1.3895 -2.6034  0.252
29 H 1.6139 -0.1677 -2.0975  0.222
30 H 3.0891 -3.4408 -1.2557  0.237
31 H 2.3864 -4.8005 0.7046  0.243
32 H 0.8684 -3.7712 2.4025  0.246
33 H 0.0769 -1.4472 2.0270  0.217
34 C -2.8992 -0.5524 1.3627  -1.110
35 Si -2.5296 -1.1697 -0.3762  1.646
36 C -4.1237 -1.1384 -1.3542  -1.111
37 C -1.9060 -2.9516 -0.3041  -1.118
38 C -1.2817 -0.0483 -1.2281  -1.379
39 H -3.6673 -1.1661 1.8384  0.251
40 H -3.2721 0.4738 1.3345  0.240
41 H -2.0226 -0.5706 2.0168  0.205
42 H -4.8705 -1.7908 -0.8953  0.242
43 H -3.9579 -1.4895 -2.3749  0.242
44 H -4.5459 -0.1337 -1.4137  0.241
45 H -2.6593 -3.6190 -0.7271  0.254
46 H -1.7203 -3.2866 0.7177  0.230
47 H -0.9883 -3.0993 -0.8787  0.224
48 H -1.8614 0.7941 -1.6237  0.259
49 H -0.9049 -0.5978 -2.1061  0.238

Output
2S+1: 3
Total charge: +1
Electronic energy, eV: -68950.045
LUMO level (alpha / beta), eV: -3.3 / -3.1


Entry 7:
DFT (wB97M-V/def2-TZVPD) results for C26H24N2O5 in the gas phase.

Each line ends with the natural charge from an NBO analysis.
Atoms and positions in Å:
1 C -5.0037 -1.4437 -0.9329  -0.254
2 O -3.6741 -1.3052 -0.4861  -0.538
3 C -2.9578 -2.4158 -0.1297  0.408
4 C -3.4752 -3.7022 -0.2438  -0.320
5 C -2.7324 -4.8080 0.1293  -0.166
6 C -1.4543 -4.6506 0.6328  -0.246
7 C -0.9356 -3.3781 0.7533  -0.122
8 C -1.6555 -2.2448 0.3785  -0.242
9 C -0.9310 -0.9535 0.5843  0.673
10 O 0.1124 -0.9104 1.2103  -0.619
11 N -1.4860 0.1473 -0.0018  -0.644
12 C -1.0137 1.4585 0.0956  0.084
13 C -1.8404 2.5172 0.1353  -0.205
14 C -3.2962 2.4843 0.1821  0.006
15 C -3.9935 1.5506 0.9512  -0.236
16 C -5.3759 1.5534 0.9771  -0.206
17 C -6.0884 2.4795 0.2332  -0.219
18 C -5.4076 3.4240 -0.5187  -0.206
19 C -4.0266 3.4338 -0.5355  -0.215
20 C 0.4606 1.7192 0.0553  0.664
21 O 0.9513 2.7071 0.5664  -0.623
22 N 1.1751 0.8406 -0.6811  -0.600
23 C 2.6157 0.8481 -0.6858  -0.144
24 C 3.1653 0.3388 0.6735  -0.429
25 C 4.6618 0.2776 0.6856  -0.031
26 C 5.3272 -0.9345 0.5566  -0.211
27 C 6.7102 -0.9814 0.5443  -0.209
28 C 7.4449 0.1860 0.6568  -0.222
29 C 6.7901 1.3994 0.7857  -0.221
30 C 5.4083 1.4442 0.8004  -0.156
31 C 3.0867 -0.0716 -1.7898  0.798
32 O 2.4314 -0.9725 -2.2461  -0.607
33 O 4.3232 0.2087 -2.1940  -0.667
34 H -5.0552 -2.0061 -1.8696  0.183
35 H -5.3571 -0.4267 -1.0999  0.214
36 H -5.6319 -1.9240 -0.1777  0.182
37 H -4.4700 -3.8530 -0.6313  0.219
38 H -3.1627 -5.7926 0.0241  0.216
39 H -0.8706 -5.5082 0.9279  0.219
40 H 0.0564 -3.2199 1.1491  0.244
41 H -2.4371 0.0559 -0.3382  0.440
42 H -1.3780 3.4935 0.0977  0.239
43 H -3.4495 0.8491 1.5655  0.221
44 H -5.9009 0.8320 1.5866  0.213
45 H -7.1683 2.4750 0.2506  0.214
46 H -5.9581 4.1590 -1.0877  0.216
47 H -3.4975 4.1737 -1.1183  0.216
48 H 0.7600 -0.0207 -1.0061  0.422
49 H 2.9794 1.8653 -0.8610  0.241
50 H 2.7255 -0.6397 0.8734  0.233
51 H 2.8036 1.0364 1.4306  0.246
52 H 4.7562 -1.8485 0.4683  0.209
53 H 7.2156 -1.9316 0.4469  0.210
54 H 8.5245 0.1500 0.6466  0.211
55 H 7.3596 2.3128 0.8770  0.211
56 H 4.8983 2.3904 0.9076  0.205
57 H 4.6233 -0.4316 -2.8593  0.501

Output
SMILES string: COc1ccccc1C(=O)N/C(=C\c1ccccc1)C(=O)N[C@@H](Cc1ccccc1)C(=O)O
Electronic energy, eV: -40570.583
LUMO level, eV: 0.1


Entry 8:
DFT (wB97M-V/def2-TZVPD) results for C21H30N2O4 in the gas phase.

Each line ends with the natural charge from an NBO analysis.
Atoms and positions in Å:
1 C 4.3488 1.9327 3.4992  -0.253
2 O 3.0357 2.3145 3.1645  -0.538
3 C 2.8967 2.6818 1.8104  -0.158
4 C 3.0617 1.5239 0.8175  0.646
5 O 3.8683 1.6034 -0.0927  -0.633
6 N 2.2677 0.4494 0.9852  -0.437
7 C 1.2628 0.2531 2.0030  -0.231
8 C 1.6180 -0.9539 2.8773  -0.443
9 C 1.9146 -2.2391 2.0858  0.113
10 O 0.7657 -3.0158 1.7672  -0.525
11 C -0.1724 -2.5165 0.8892  0.276
12 C -1.2505 -1.7712 1.3563  -0.216
13 C -2.1820 -1.2672 0.4673  -0.194
14 C -2.0521 -1.4996 -0.8958  -0.129
15 C -3.0580 -0.9102 -1.8395  0.671
16 O -4.2027 -1.3243 -1.8785  -0.618
17 N -2.6110 0.0973 -2.6272  -0.442
18 C -1.2914 0.6778 -2.5098  -0.221
19 C -1.1864 1.6497 -1.3292  -0.410
20 C -1.9636 2.9471 -1.5420  -0.391
21 C -3.4280 2.7415 -1.9355  -0.406
22 C -3.5943 2.2612 -3.3797  -0.414
23 C -3.5528 0.7366 -3.5238  -0.224
24 C -1.0312 -2.3258 -1.3498  -0.187
25 C -0.0988 -2.8335 -0.4644  -0.262
26 C 2.8254 -1.9292 0.8862  -0.445
27 C 2.4002 -0.6890 0.0998  -0.232
28 H 5.0524 2.7557 3.3301  0.174
29 H 4.6782 1.0671 2.9137  0.169
30 H 4.3347 1.6767 4.5569  0.196
31 H 3.6424 3.4405 1.5353  0.200
32 H 1.8979 3.1163 1.7078  0.203
33 H 1.1884 1.1332 2.6381  0.235
34 H 0.3010 0.0922 1.5021  0.203
35 H 0.8076 -1.1444 3.5815  0.221
36 H 2.5112 -0.7060 3.4536  0.218
37 H 2.4526 -2.9264 2.7516  0.199
38 H -1.3524 -1.5895 2.4155  0.218
39 H -3.0156 -0.6838 0.8305  0.225
40 H -1.0673 1.1975 -3.4431  0.205
41 H -0.5523 -0.1169 -2.3830  0.218
42 H -1.5567 1.1456 -0.4341  0.203
43 H -0.1324 1.8876 -1.1667  0.212
44 H -1.4708 3.5400 -2.3166  0.193
45 H -1.9229 3.5247 -0.6156  0.208
46 H -3.9426 3.6982 -1.8249  0.212
47 H -3.9021 2.0319 -1.2551  0.203
48 H -2.8203 2.7218 -3.9974  0.193
49 H -4.5564 2.5973 -3.7697  0.220
50 H -4.5292 0.3086 -3.2832  0.245
51 H -3.3077 0.4703 -4.5594  0.192
52 H -0.9655 -2.5714 -2.4001  0.222
53 H 0.6971 -3.4723 -0.8160  0.226
54 H 2.8556 -2.7930 0.2217  0.221
55 H 3.8341 -1.7654 1.2707  0.218
56 H 3.1570 -0.4403 -0.6471  0.250
57 H 1.4422 -0.8553 -0.4037  0.199

Output
SMILES string: COCC(=O)N1CCC(Oc2ccc(C(=O)N3CCCCCC3)cc2)CC1
Electronic energy, eV: -33434.320
LUMO level, eV: 0.6


Which formula does entry 3 have? C10H19NP


What is the electronic energy in the sixth record? -68950.045 eV